Entry from OMol25: C4H8O2 in the gas phase (ωB97M-V/def2-TZVPD).

XYZ file:
```
14
Properties=species:S:1:pos:R:3
O -0.7697 -2.1164 -0.4546
O -0.6532 0.4670 1.4958
C -0.1436 1.6166 -0.5378
C 0.1951 -1.1277 -0.4115
C -0.7611 0.3825 0.0844
C 0.4502 -0.2877 1.1818
H 0.7925 1.9736 -0.0867
H 1.3844 0.2726 1.1003
H 0.3816 -0.6069 -1.3585
H -0.8914 2.4041 -0.4022
H -1.6029 -1.6298 -0.5698
H 1.1363 -1.6679 -0.2225
H 0.5080 -1.1932 1.7804
H -0.0039 1.4746 -1.6133
```

As for the energy: -8367.15883 eV. The charge is 0. The HOMO energy comes out at -8.19 eV. Its orbital gap is 9.1 eV. The energy above the lowest of the compared OMol25 structures with the same formula, charge and spin is 141.2 kcal/mol.

Results of the Mulliken charge analysis, in e, for atoms 1 through 4: O -0.492; O -0.322; C -1.130; C -0.292